{"formula": "C26H24CoN2OS6", "method": "ωB97M-V/def2-TZVPD", "symbols": ["Co", "S", "C", "S", "C", "C", "S", "S", "S", "S", "C", "C", "C", "C", "C", "N", "H", "H", "H", "H", "C", "N", "C", "C", "C", "O", "H", "H", "H", "H", "H", "H", "H", "H", "H", "C", "C", "C", "C", "C", "C", "C", "C", "C", "C", "C", "C", "C", "C", "H", "H", "H", "H", "H", "H", "H", "H", "H", "H", "H"], "coordinates": [[-0.062681, 0.896478, -0.117677], [-0.585037, 5.233626, 5.777855], [-0.447920, 4.204313, 4.508757], [-1.220440, 2.673737, 4.442947], [-0.734986, 2.206773, 2.825171], [0.094984, 3.099868, 2.202912], [0.769387, 3.009292, 0.660263], [0.463331, 4.545581, 3.093250], [-1.273227, 0.745744, 2.205512], [1.375430, -1.485614, -2.376417], [0.495654, -0.125650, -2.943672], [-0.098356, -0.168909, -4.226711], [-0.739414, 0.914061, -4.753976], [-0.837948, 2.111354, -4.037214], [-0.300256, 2.078546, -2.770768], [0.315858, 1.019305, -2.214330], [-0.017151, -1.099006, -4.770849], [-1.146350, 0.834723, -5.765976], [-1.278701, 3.007749, -4.448891], [-0.326272, 2.952110, -2.132311], [-3.425523, -0.928573, -0.344235], [-4.022927, 0.302585, -0.879699], [-5.429437, 0.365959, -1.234797], [-3.236698, 1.390844, -0.968921], [-3.858899, 2.697394, -1.395232], [-2.042581, 1.336017, -0.666960], [-4.166204, -1.720262, -0.359443], [-3.070133, -0.767613, 0.659512], [-2.580768, -1.233303, -0.961468], [-5.849742, -0.630610, -1.239474], [-5.566787, 0.773812, -2.228942], [-6.005137, 0.980400, -0.536604], [-4.696942, 2.949640, -0.725131], [-4.249577, 2.671819, -2.418220], [-3.095665, 3.465921, -1.325540], [2.520564, -5.544801, 1.560015], [3.227500, -4.534457, 0.916974], [2.628183, -3.314497, 0.643025], [1.320937, -3.041271, 1.051895], [0.622861, -4.073676, 1.689237], [1.204410, -5.305547, 1.930784], [0.613096, -1.764948, 0.821413], [1.082764, -0.548571, 0.571376], [2.483332, -0.145527, 0.745919], [3.003608, -0.240956, 2.037640], [4.228375, 0.309681, 2.388353], [4.985985, 0.970987, 1.438393], [4.518819, 1.042988, 0.128906], [3.276607, 0.522592, -0.214453], [2.976007, -6.504281, 1.761842], [4.243894, -4.706439, 0.591483], [3.190121, -2.560855, 0.117805], [-0.401043, -3.905220, 2.006017], [0.622627, -6.076972, 2.437216], [-0.469827, -1.931492, 0.794754], [2.424453, -0.743069, 2.805801], [4.556545, 0.235586, 3.417762], [5.956123, 1.391756, 1.701995], [5.106124, 1.531871, -0.645040], [2.929058, 0.629000, -1.231825]], "forces_ev_per_a": [[0.1, 0.2, -0.3], [0.0, 0.1, 0.1], [-0.1, 0.1, 0.2], [-0.2, -0.2, 0.1], [-0.8, -1.2, 0.6], [0.9, 1.0, -1.0], [-0.1, 0.0, 0.0], [0.1, 0.2, 0.1], [0.1, 0.2, 0.2], [-0.3, 0.5, -0.5], [0.3, -0.5, 0.4], [-0.2, 0.0, -0.4], [-0.2, -0.3, -0.8], [0.3, -0.1, 0.4], [0.2, 0.2, -0.2], [-0.1, -0.1, 0.1], [0.0, 0.0, -0.1], [0.0, 0.1, 0.3], [0.0, 0.0, 0.1], [-0.1, 0.1, 0.1], [-0.1, 0.2, -0.6], [0.0, -0.1, 0.0], [0.0, 0.1, 0.2], [0.3, -0.1, 0.1], [-0.3, 0.1, 0.1], [-0.5, 0.1, -0.2], [-0.1, 0.0, 0.0], [0.1, 0.0, 0.4], [0.1, 0.0, 0.0], [0.0, -0.2, 0.1], [0.0, 0.1, -0.2], [0.0, -0.1, 0.0], [0.3, 0.0, -0.2], [0.1, -0.1, 0.1], [0.0, 0.0, 0.0], [0.0, 0.1, 0.0], [-0.2, -0.2, -0.1], [0.1, 0.1, 0.1], [-0.1, 0.0, 0.2], [0.0, 0.0, 0.0], [-0.1, -0.2, 0.2], [-0.3, -0.7, 0.2], [0.3, -0.1, -0.2], [0.4, 0.4, 0.1], [0.2, 0.0, 0.4], [-0.2, 0.0, 0.0], [0.5, 0.0, -0.1], [-0.2, 0.0, 0.0], [-0.1, -0.2, 0.3], [0.1, 0.0, 0.0], [0.1, 0.0, 0.0], [0.0, 0.2, -0.1], [0.0, 0.1, 0.0], [0.2, 0.1, -0.1], [0.1, 0.2, 0.0], [-0.1, 0.0, -0.1], [0.1, 0.0, 0.0], [-0.2, 0.0, -0.1], [0.0, 0.0, 0.2], [-0.1, -0.1, 0.0]], "homo_lumo_gap_ev": [6.001, 4.596], "e_above_lowest_kcal_mol": 12.08, "total_charge": -1, "e_homo_ev": [-3.92, -3.90], "spin_multiplicity": 5}

---

{"formula": "C22H28N2O3SV", "method": "ωB97M-V/def2-TZVPD", "symbols": ["V", "N", "C", "C", "C", "C", "C", "C", "C", "C", "C", "C", "C", "C", "H", "H", "H", "H", "H", "H", "H", "H", "H", "H", "C", "C", "C", "S", "O", "C", "C", "C", "H", "H", "H", "H", "H", "H", "H", "H", "H", "H", "H", "H", "H", "H", "O", "C", "C", "C", "C", "O", "N", "H", "H", "H", "H"], "coordinates": [[0.225345, -0.162570, 1.422155], [-0.166301, -2.165403, 0.881708], [0.038533, -2.347188, -0.536573], [-0.950078, -2.939390, -1.305388], [-0.777667, -3.076720, -2.674084], [0.386400, -2.612952, -3.266941], [1.378977, -2.038487, -2.485823], [1.238352, -1.906802, -1.103857], [2.344675, -1.338752, -0.280967], [3.660567, -1.634110, -0.631228], [4.720072, -1.091554, 0.077799], [4.485749, -0.235096, 1.140002], [3.179222, 0.062197, 1.499821], [2.092080, -0.492662, 0.816590], [-1.068317, -2.500327, 1.210692], [0.531064, -2.699578, 1.401151], [-1.850260, -3.311226, -0.829779], [-1.548377, -3.545884, -3.271076], [0.526427, -2.705332, -4.335618], [2.287243, -1.675052, -2.948117], [3.857952, -2.311932, -1.452835], [5.734623, -1.343118, -0.202603], [5.315504, 0.195825, 1.684641], [2.996646, 0.742139, 2.324613], [0.460737, 4.138006, -2.643905], [-1.013870, 3.750109, -2.572407], [-1.388721, 3.013374, -1.287695], [-0.644420, 1.379914, -1.246864], [-0.924785, 0.837149, 0.175148], [-1.741169, 0.415334, -2.309774], [-2.972295, -0.173943, -1.630652], [-4.048786, 0.805362, -1.176729], [0.667536, 4.690451, -3.558562], [1.114439, 3.264793, -2.630661], [0.730589, 4.772743, -1.798664], [-1.291655, 3.156569, -3.447074], [-1.633601, 4.646832, -2.608948], [-2.459889, 2.896816, -1.148717], [-0.962700, 3.514661, -0.415551], [-1.096975, -0.381386, -2.684334], [-2.002512, 1.069481, -3.143853], [-2.657620, -0.791016, -0.789355], [-3.400259, -0.860787, -2.365788], [-3.739105, 1.381717, -0.305217], [-4.946295, 0.257261, -0.893345], [-4.325500, 1.494857, -1.977221], [0.626221, 1.508049, 2.976411], [0.279653, 0.657059, 3.808361], [0.251039, 0.672753, 5.312025], [-0.245176, -0.742147, 5.661220], [-0.444857, -1.444910, 4.319691], [-0.780720, -2.581638, 4.119492], [-0.150647, -0.526723, 3.314261], [-0.412643, 1.461298, 5.665187], [1.248845, 0.896111, 5.689470], [-1.193945, -0.733100, 6.195945], [0.460668, -1.311084, 6.263799]], "forces_ev_per_a": [[-0.2, 0.5, 0.3], [0.1, -0.1, -0.1], [-0.2, -0.1, 0.0], [0.0, 0.0, 0.0], [-0.1, 0.0, 0.0], [0.1, 0.0, 0.0], [0.0, 0.0, 0.0], [0.0, 0.0, 0.0], [0.0, 0.0, 0.0], [-0.1, 0.0, -0.1], [0.1, 0.0, -0.1], [0.0, 0.1, 0.1], [-0.1, 0.0, 0.0], [0.3, 0.0, -0.2], [0.0, -0.1, -0.2], [0.0, 0.0, 0.1], [0.0, 0.0, 0.0], [0.0, 0.0, 0.0], [0.0, 0.0, 0.0], [0.0, 0.0, 0.0], [0.0, 0.0, 0.0], [0.0, 0.0, 0.0], [0.0, 0.0, 0.0], [0.0, 0.0, 0.0], [0.0, 0.0, 0.0], [0.1, 0.0, 0.0], [0.0, 0.0, 0.2], [0.2, -0.2, -0.1], [0.0, 0.1, -0.1], [0.0, 0.0, 0.1], [-0.1, 0.0, 0.0], [0.0, 0.0, 0.0], [0.0, 0.0, 0.0], [0.0, 0.0, 0.0], [0.0, 0.0, 0.0], [0.0, 0.0, 0.0], [0.0, 0.0, 0.0], [0.0, 0.1, 0.0], [0.0, 0.0, 0.0], [0.0, 0.0, -0.1], [0.0, 0.0, 0.0], [0.0, 0.0, 0.0], [0.0, 0.0, 0.0], [0.0, 0.0, 0.0], [0.0, 0.0, 0.0], [0.0, 0.0, 0.0], [0.1, 0.1, 0.0], [-0.2, -0.2, -0.2], [0.1, 0.0, 0.0], [0.0, 0.1, 0.0], [0.1, 0.3, 0.0], [0.0, -0.1, 0.0], [0.0, -0.4, 0.1], [0.0, 0.0, 0.0], [0.0, 0.0, 0.0], [0.0, 0.0, 0.0], [0.0, 0.0, 0.0]], "homo_lumo_gap_ev": [8.259, 8.939], "total_charge": 1, "e_homo_ev": [-11.36, -11.45], "spin_multiplicity": 3}

---

{"formula": "C2H5ClS", "method": "ωB97M-V/def2-TZVPD", "symbols": ["C", "C", "S", "Cl", "H", "H", "H", "H", "H"], "coordinates": [[2.793350, 0.279498, 0.407118], [-3.014728, -0.448476, -0.507594], [1.069702, 0.885800, -0.067418], [-4.552216, -0.038865, 0.264312], [2.932267, -0.376267, -0.470292], [2.641941, -0.360011, 1.391178], [3.461210, 1.138589, 0.660955], [-3.012069, -1.380837, -1.061725], [-2.319460, 0.300566, -0.616535]], "forces_ev_per_a": [[-2.2, -0.3, 1.7], [-2.7, -1.5, 0.6], [1.1, -0.2, 0.6], [1.4, -0.3, -0.7], [1.0, 0.3, 0.7], [0.4, 1.1, -2.2], [-0.3, -1.0, -0.8], [0.0, 0.3, 0.2], [1.3, 1.5, -0.1]], "homo_lumo_gap_ev": [9.471, 6.601], "e_above_lowest_kcal_mol": 75.97, "e_homo_ev": [-9.47, -8.56]}